A molecular structure, C49H48N4O3P2PdSSi, computed with ωB97M-V/def2-TZVPD.

Each line ends with the Mulliken charge.
CARTESIAN COORDINATES (ANGSTROEM)
Pd (-0.492374, 0.001033, -0.217376)  0.07
C (-1.747155, -3.205689, -1.856266)  -1.26
Si (-1.601165, -2.130422, -0.263545)  2.01
C (-0.680307, -3.061157, 1.159441)  0.14
C (-0.633523, -4.451579, 1.158009)  -0.75
C (-0.018129, -5.158441, 2.178144)  -0.85
C (0.562923, -4.472428, 3.230939)  -0.89
C (0.555093, -3.087762, 3.242667)  -0.41
C (-0.032660, -2.377849, 2.200639)  -0.19
P (0.154598, -0.557296, 2.139069)  2.84
C (0.822776, -0.086178, 3.772610)  0.41
C (2.106834, 0.428788, 3.930573)  -0.56
C (2.553057, 0.775814, 5.193380)  -0.84
C (1.718521, 0.632118, 6.291968)  -0.62
C (0.430839, 0.139748, 6.131073)  -1.01
C (-0.024370, -0.207075, 4.873813)  0.03
C (1.599695, -0.497915, 1.042055)  -1.21
C (2.411751, -1.565102, 0.608459)  -2.60
C (3.411506, -1.041133, -0.208316)  -1.07
C (3.894627, 1.429644, -0.999693)  0.66
C (2.828469, 2.900930, 0.651583)  -1.93
C (1.887271, 1.983322, 0.856024)  -0.30
C (-3.385287, -1.631384, 0.292204)  -0.28
C (-4.346101, -2.639656, 0.313237)  -0.91
C (-5.668141, -2.370115, 0.620586)  -0.94
C (-6.054372, -1.073472, 0.919698)  -0.95
C (-5.116376, -0.057188, 0.920609)  -0.01
C (-3.784968, -0.326418, 0.599354)  -0.26
P (-2.634203, 1.093562, 0.694420)  1.97
C (-2.978754, 1.737307, 2.360875)  0.61
C (-3.076884, 0.814104, 3.403524)  -0.51
C (-3.347020, 1.243625, 4.687578)  -0.73
C (-3.494850, 2.597399, 4.953039)  -0.74
C (-3.395238, 3.516259, 3.920559)  -0.72
C (-3.134190, 3.095757, 2.628420)  -0.69
C (-3.130655, 2.378767, -0.485273)  0.65
C (-4.215916, 2.245344, -1.347647)  -0.75
C (-4.460592, 3.231980, -2.286544)  -0.76
C (-3.616563, 4.326951, -2.396446)  -0.71
C (-2.530689, 4.459190, -1.541894)  -0.73
C (-2.282782, 3.487378, -0.592222)  -0.53
H (-2.534308, -3.946274, -1.772310)  0.55
H (-0.818498, -3.719473, -2.084520)  0.35
H (-2.005973, -2.560095, -2.689882)  0.34
H (-1.094699, -4.991071, 0.347296)  0.47
H (0.006255, -6.237499, 2.157933)  0.48
H (1.029685, -5.007394, 4.041748)  0.47
H (1.018967, -2.555448, 4.059189)  0.52
H (2.762718, 0.534895, 3.078123)  0.35
H (3.560124, 1.146367, 5.317104)  0.50
H (2.073018, 0.894777, 7.276273)  0.43
H (-0.216846, 0.020071, 6.986491)  0.47
H (-1.025813, -0.593564, 4.744452)  0.67
H (2.302407, -2.580374, 0.943256)  1.34
H (4.211314, -1.583982, -0.671588)  0.66
H (3.150320, 1.861648, -1.685533)  0.29
H (2.668276, 3.918529, 0.967201)  0.53
H (0.932237, 2.168450, 1.339621)  0.62
H (-4.050935, -3.653262, 0.089184)  0.41
H (-6.391625, -3.171588, 0.628196)  0.48
H (-7.083785, -0.851916, 1.153841)  0.49
H (-5.413688, 0.952861, 1.171615)  0.58
H (-2.969533, -0.242660, 3.188134)  0.69
H (-3.448606, 0.525325, 5.485856)  0.51
H (-3.689524, 2.933174, 5.959620)  0.44
H (-3.527005, 4.567682, 4.121425)  0.48
H (-3.079508, 3.820000, 1.829630)  0.44
H (-4.856214, 1.377697, -1.290929)  0.45
H (-5.308470, 3.137095, -2.947357)  0.45
H (-3.790816, 5.066220, -3.162310)  0.44
H (-1.869314, 5.307107, -1.631023)  0.44
H (-1.415943, 3.565875, 0.055889)  0.34
O (-1.658814, 0.630834, -2.192791)  -0.48
N (-0.836962, 1.530077, -2.476294)  0.97
O (-0.916935, 2.161803, -3.485374)  -0.71
O (0.075680, 1.730765, -1.638892)  -0.47
N (2.034920, -3.290987, -2.002572)  -0.24
C (1.703540, -2.422742, -2.968523)  0.13
S (1.093853, -0.908374, -2.537192)  0.12
N (1.916432, -2.793472, -4.237087)  0.04
C (1.458555, -2.242209, -5.443039)  0.51
C (0.310115, -1.454559, -5.520861)  0.26
C (-0.142500, -1.014102, -6.749130)  -0.99
C (0.530381, -1.365425, -7.910259)  -0.48
C (1.689226, -2.129238, -7.833048)  -0.66
C (2.149776, -2.575269, -6.611739)  -0.52
H (1.956661, -3.007479, -1.037026)  0.03
H (2.449231, -4.186966, -2.203470)  0.20
H (2.461899, -3.640229, -4.360695)  0.27
H (-0.247673, -1.224175, -4.627336)  0.35
H (-1.037832, -0.415701, -6.804127)  0.42
H (0.149625, -1.058052, -8.871302)  0.41
H (2.232149, -2.370985, -8.733016)  0.39
H (3.051419, -3.168124, -6.559346)  0.38
C (4.823552, 3.755436, -0.612738)  -2.10
C (4.172632, 2.545563, 0.051511)  1.90
C (5.074035, 0.938629, -1.829698)  -1.83
C (5.064306, 2.036475, 1.198370)  -1.65
C (3.211369, 0.334311, -0.277109)  -0.84
N (2.141446, 0.651821, 0.499962)  2.50
H (5.780382, 3.477358, -1.048122)  0.42
H (4.999223, 4.536126, 0.124483)  0.48
H (4.184803, 4.156128, -1.397272)  0.42
H (5.433854, 1.716993, -2.497880)  0.50
H (4.747433, 0.102301, -2.445007)  0.41
H (5.896047, 0.604853, -1.202574)  0.34
H (6.058940, 1.805280, 0.829621)  0.43
H (4.658223, 1.131568, 1.651299)  0.27
H (5.152092, 2.797831, 1.972318)  0.42

Atoms 1-6, force components in eV/Å:
-2.1 0.6 0.7
0.4 1.0 0.8
-0.6 -0.7 0.5
-0.1 0.9 -0.6
-0.1 0.1 -0.3
0.1 0.0 0.1

The energy relative to the best compared isomer or geometry (same formula, charge and spin) is 321.82 kJ/mol. The maximum force comes out at 0.0579 hartree/bohr. The total charge is +2. The orbital gap (alpha / beta) is 0.158 / 0.169 Eh. Its lowest unoccupied orbital energy (alpha / beta) is -0.2966 / -0.2855 Ha.